The following is a quantum chemistry calculation of a cluster of 3 separate species, C22H48O9P3 in total, from the Open Molecules 2025 dataset.

Bonds (Å) are listed after each position.
Element x y z (Å)
1 C 5.207 -1.967 -1.829  C2 1.631, H13 1.142, H14 1.161, H15 1.152
2 C 3.969 -2.928 -2.282  C1 1.631, C3 1.612, O5 1.455, H16 1.154
3 C 4.590 -4.384 -2.589  C2 1.612, P4 1.915, H17 1.162, H18 1.145
4 P 4.268 -5.695 -1.230  C3 1.915, H19 1.462, H20 1.458, H21 1.450, H22 1.465, H23 1.460
5 O 3.311 -2.486 -3.501  C2 1.455, C6 1.437
6 C 2.223 -1.586 -3.237  O5 1.437, C7 1.614, H24 1.159, H25 1.155
7 C 0.906 -2.311 -2.650  C6 1.614, C8 1.576, C12 1.555
8 C -0.385 -1.461 -2.345  C7 1.576, C9 1.571, H26 1.152
9 C -1.645 -2.173 -1.734  C8 1.571, C10 1.558, H27 1.145
10 C -1.688 -3.693 -1.395  C9 1.558, C11 1.552, H28 1.141
11 C -0.427 -4.538 -1.716  C10 1.552, C12 1.547, H29 1.140
12 C 0.809 -3.827 -2.317  C7 1.555, C11 1.547, H30 1.156
13 H 5.310 -1.028 -2.469  C1 1.142
14 H 4.995 -1.594 -0.750  C1 1.161
15 H 6.180 -2.578 -1.742  C1 1.152
16 H 3.244 -2.921 -1.384  C2 1.154
17 H 4.041 -4.765 -3.540  C3 1.162
18 H 5.700 -4.358 -2.864  C3 1.145
19 H 4.931 -6.689 -2.071  P4 1.462
20 H 3.001 -6.119 -1.812  P4 1.458
21 H 3.647 -4.750 -0.323  P4 1.450
22 H 5.582 -5.410 -0.648  P4 1.465
23 H 4.112 -6.724 -0.206  P4 1.460
24 H 1.899 -1.165 -4.267  C6 1.159
25 H 2.531 -0.656 -2.624  C6 1.155
26 H -0.412 -0.329 -2.553  C8 1.152
27 H -2.591 -1.576 -1.489  C9 1.145
28 H -2.579 -4.225 -0.921  C10 1.141
29 H -0.340 -5.656 -1.512  C11 1.140
30 H 1.760 -4.450 -2.522  C12 1.156
31 O -6.847 0.541 4.346  P32 1.535
32 P -5.628 -0.031 3.611  O31 1.535, O33 1.667, O36 1.662, O39 1.708
33 O -6.409 -0.165 2.144  P32 1.667, C34 1.423
34 C -7.182 0.907 1.616  O33 1.423, C35 1.516, H42 1.091, H43 1.094
35 C -6.338 1.881 0.818  C34 1.516, H44 1.093, H45 1.093, H46 1.092
36 O -5.833 -1.597 4.131  P32 1.662, C37 1.427
37 C -6.506 -1.836 5.366  O36 1.427, C38 1.522, H47 1.093, H48 1.093
38 C -7.995 -2.062 5.149  C37 1.522, H49 1.092, H50 1.093, H51 1.093
39 O -4.184 -0.598 2.896  P32 1.708, C40 1.416
40 C -3.847 -0.594 1.520  O39 1.416, C41 1.520, H52 1.087, H53 1.095
41 C -3.097 0.678 1.163  C40 1.520, H54 1.088, H55 1.093, H56 1.094
42 H -7.730 1.443 2.394  C34 1.091
43 H -7.929 0.458 0.956  C34 1.094
44 H -5.642 2.413 1.473  C35 1.093
45 H -6.968 2.624 0.322  C35 1.093
46 H -5.754 1.364 0.055  C35 1.092
47 H -6.323 -1.018 6.067  C37 1.093
48 H -6.066 -2.731 5.814  C37 1.093
49 H -8.425 -1.359 4.433  C38 1.092
50 H -8.538 -1.973 6.093  C38 1.093
51 H -8.172 -3.061 4.743  C38 1.093
52 H -4.695 -0.768 0.861  C40 1.087
53 H -3.178 -1.445 1.357  C40 1.095
54 H -3.576 1.560 1.583  C41 1.088
55 H -3.019 0.785 0.078  C41 1.093
56 H -2.084 0.647 1.576  C41 1.094
57 O 3.258 2.372 -1.485  P58 1.534
58 P 2.488 3.565 -0.904  O57 1.534, O59 1.667, O62 1.661, O65 1.711
59 O 3.785 4.147 -0.033  P58 1.667, C60 1.424
60 C 5.072 4.285 -0.625  O59 1.424, C61 1.516, H68 1.091, H69 1.094
61 C 5.238 5.620 -1.325  C60 1.516, H70 1.093, H71 1.093, H72 1.092
62 O 1.747 2.714 0.315  P58 1.661, C63 1.429
63 C 1.519 1.314 0.145  O62 1.429, C64 1.521, H73 1.093, H74 1.093
64 C 2.666 0.494 0.718  C63 1.521, H75 1.092, H76 1.093, H77 1.093
65 O 1.541 4.889 -0.377  P58 1.711, C66 1.414
66 C 2.002 6.129 0.122  O65 1.414, C67 1.520, H78 1.087, H79 1.095
67 C 2.132 7.143 -1.002  C66 1.520, H80 1.088, H81 1.093, H82 1.094
68 H 5.297 3.473 -1.318  C60 1.091
69 H 5.799 4.216 0.189  C60 1.094
70 H 4.585 5.678 -2.200  C61 1.093
71 H 6.268 5.755 -1.664  C61 1.093
72 H 4.986 6.448 -0.660  C61 1.092
73 H 1.347 1.079 -0.909  C63 1.093
74 H 0.597 1.061 0.674  C63 1.093
75 H 3.645 0.912 0.470  C64 1.092
76 H 2.624 -0.534 0.351  C64 1.093
77 H 2.609 0.473 1.809  C64 1.093
78 H 2.914 6.050 0.710  C66 1.087
79 H 1.240 6.487 0.822  C66 1.095
80 H 2.630 6.719 -1.871  C67 1.088
81 H 2.681 8.025 -0.661  C67 1.093
82 H 1.141 7.465 -1.336  C67 1.094

HOMO, eV: -3.16
Orbital gap, eV: 3.018
E, eV: -69876.5931
Net charge: -1


The following is a quantum chemistry calculation of a cluster of 20 separate species, C21H46Cl38FP in total, from the Open Molecules 2025 dataset.

Bonds (Å) are listed after each position.
Element x y z (Å)
1 F 3.722 -1.339 -2.464  C2 1.408
2 C 2.450 -1.220 -1.871  F1 1.408, C3 1.508, H5 1.092, H6 1.096
3 C 1.357 -0.895 -2.859  C2 1.508, P4 1.943, H7 1.087, H8 1.092
4 P -0.332 -1.209 -1.951  C3 1.943, H9 1.397, H10 1.415, H11 1.420, H12 1.467
5 H 2.492 -0.426 -1.123  C2 1.092
6 H 2.203 -2.162 -1.368  C2 1.096
7 H 1.453 -1.502 -3.756  C3 1.087
8 H 1.384 0.159 -3.140  C3 1.092
9 H 0.226 -0.691 -0.780  P4 1.397
10 H -0.988 -0.349 -2.864  P4 1.415
11 H -0.139 -2.597 -2.179  P4 1.420
12 H -1.586 -1.464 -1.233  P4 1.467
13 C 5.003 -4.276 -1.937  Cl14 1.775, Cl15 1.768, H16 1.083, H17 1.084
14 Cl 5.453 -5.287 -3.324  C13 1.775
15 Cl 3.581 -4.910 -1.100  C13 1.768
16 H 5.834 -4.255 -1.243  C13 1.083
17 H 4.775 -3.279 -2.295  C13 1.084
18 C -2.404 1.016 0.337  Cl19 1.769, Cl20 1.771, H21 1.084, H22 1.084
19 Cl -0.950 1.672 -0.429  C18 1.769
20 Cl -3.262 2.223 1.308  C18 1.771
21 H -3.066 0.666 -0.445  C18 1.084
22 H -2.121 0.195 0.986  C18 1.084
23 C -1.147 3.246 4.191  Cl24 1.772, Cl25 1.770, H26 1.083, H27 1.082
24 Cl 0.391 2.449 3.824  C23 1.772
25 Cl -1.853 2.658 5.704  C23 1.770
26 H -0.970 4.312 4.276  C23 1.083
27 H -1.852 3.029 3.400  C23 1.082
28 C -1.054 4.054 -3.511  Cl29 1.771, Cl30 1.769, H31 1.086, H32 1.084
29 Cl -0.598 2.366 -3.788  C28 1.771
30 Cl -2.558 4.197 -2.591  C28 1.769
31 H -0.248 4.524 -2.955  C28 1.086
32 H -1.193 4.532 -4.473  C28 1.084
33 C -6.827 3.688 0.453  Cl34 1.765, Cl35 1.768, H36 1.082, H37 1.083
34 Cl -5.389 4.420 -0.263  C33 1.765
35 Cl -7.723 4.829 1.463  C33 1.768
36 H -7.475 3.349 -0.345  C33 1.082
37 H -6.515 2.854 1.069  C33 1.083
38 C 0.452 -1.308 3.130  Cl39 1.771, Cl40 1.766, H41 1.083, H42 1.083
39 Cl 0.058 -1.872 1.499  C38 1.771
40 Cl -0.942 -1.408 4.210  C38 1.766
41 H 1.249 -1.925 3.526  C38 1.083
42 H 0.763 -0.273 3.067  C38 1.083
43 C -1.720 -5.095 0.791  Cl44 1.761, Cl45 1.773, H46 1.083, H47 1.083
44 Cl -2.660 -3.632 0.517  C43 1.761
45 Cl -2.123 -5.878 2.330  C43 1.773
46 H -1.917 -5.794 -0.013  C43 1.083
47 H -0.670 -4.830 0.813  C43 1.083
48 C 0.714 3.131 8.129  Cl49 1.769, Cl50 1.768, H51 1.083, H52 1.082
49 Cl -0.260 2.489 9.458  C48 1.769
50 Cl 1.312 4.758 8.476  C48 1.768
51 H 1.563 2.477 7.973  C48 1.083
52 H 0.095 3.173 7.243  C48 1.082
53 C 2.538 3.800 -1.779  Cl54 1.770, Cl55 1.769, H56 1.084, H57 1.083
54 Cl 1.747 5.356 -2.075  C53 1.770
55 Cl 2.034 3.078 -0.245  C53 1.769
56 H 2.275 3.119 -2.581  C53 1.084
57 H 3.608 3.967 -1.756  C53 1.083
58 C 0.345 2.021 -7.992  Cl59 1.769, Cl60 1.766, H61 1.082, H62 1.082
59 Cl 1.751 2.276 -6.949  C58 1.769
60 Cl -1.125 1.723 -7.060  C58 1.766
61 H 0.198 2.908 -8.594  C58 1.082
62 H 0.535 1.162 -8.622  C58 1.082
63 C 2.353 -5.126 -5.112  Cl64 1.767, Cl65 1.769, H66 1.082, H67 1.082
64 Cl 2.348 -4.799 -6.849  C63 1.767
65 Cl 1.082 -4.243 -4.257  C63 1.769
66 H 2.209 -6.188 -4.956  C63 1.082
67 H 3.292 -4.799 -4.686  C63 1.082
68 C -2.625 -4.372 -4.511  Cl69 1.769, Cl70 1.767, H71 1.083, H72 1.083
69 Cl -3.514 -4.877 -3.067  C68 1.769
70 Cl -2.005 -2.725 -4.359  C68 1.767
71 H -1.787 -5.042 -4.658  C68 1.083
72 H -3.296 -4.412 -5.360  C68 1.083
73 C -2.201 5.767 9.037  Cl74 1.769, Cl75 1.768, H76 1.083, H77 1.082
74 Cl -2.305 6.352 7.371  C73 1.769
75 Cl -3.411 6.525 10.080  C73 1.768
76 H -2.365 4.697 9.038  C73 1.083
77 H -1.217 5.998 9.422  C73 1.082
78 C 4.217 8.660 -1.399  Cl79 1.770, Cl80 1.766, H81 1.083, H82 1.082
79 Cl 4.591 7.170 -0.519  C78 1.770
80 Cl 4.184 8.403 -3.146  C78 1.766
81 H 3.244 9.010 -1.081  C78 1.083
82 H 4.979 9.394 -1.170  C78 1.082
83 C 0.826 -8.115 2.113  Cl84 1.768, Cl85 1.768, H86 1.079, H87 1.082
84 Cl 2.099 -7.309 3.038  C83 1.768
85 Cl 0.820 -7.611 0.418  C83 1.768
86 H 0.985 -9.181 2.155  C83 1.079
87 H -0.129 -7.855 2.548  C83 1.082
88 C 3.164 8.353 4.195  Cl89 1.769, Cl90 1.764, H91 1.081, H92 1.082
89 Cl 2.369 9.907 3.911  C88 1.769
90 Cl 2.541 7.529 5.626  C88 1.764
91 H 2.994 7.719 3.336  C88 1.081
92 H 4.224 8.529 4.332  C88 1.082
93 C -5.587 -1.740 -4.482  Cl94 1.764, Cl95 1.768, H96 1.083, H97 1.084
94 Cl -4.513 -0.525 -3.788  C93 1.764
95 Cl -7.252 -1.162 -4.616  C93 1.768
96 H -5.228 -1.988 -5.473  C93 1.083
97 H -5.575 -2.615 -3.842  C93 1.084
98 C -2.669 -9.655 1.929  Cl99 1.771, Cl100 1.765, H101 1.082, H102 1.082
99 Cl -1.284 -10.756 1.854  C98 1.771
100 Cl -3.600 -9.660 0.429  C98 1.765
101 H -3.314 -9.970 2.740  C98 1.082
102 H -2.307 -8.650 2.100  C98 1.082
103 C 4.808 -1.655 0.969  Cl104 1.768, Cl105 1.769, H106 1.082, H107 1.083
104 Cl 5.418 -3.220 1.522  C103 1.768
105 Cl 3.487 -1.063 1.986  C103 1.769
106 H 5.617 -0.937 1.006  C103 1.082
107 H 4.439 -1.762 -0.044  C103 1.083

HOMO, eV: -8.23
Orbital gap, eV: 8.424
E, eV: -510379.5743


The following is a quantum chemistry calculation of a cluster of 5 separate species, C29H33IN6O in total, from the Open Molecules 2025 dataset.

Bonds (Å) are listed after each position.
Element x y z (Å)
1 N 4.798 0.198 1.581  C2 1.213
2 C 4.412 1.022 0.779  N1 1.213, C3 1.604
3 C 3.827 2.271 -0.040  C2 1.604, C4 1.645, H14 1.144, H15 1.162
4 C 2.323 2.705 0.466  C3 1.645, C5 1.626, C7 1.637, C10 1.610
5 C 2.198 2.071 1.958  C4 1.626, N6 1.205
6 N 2.024 1.759 3.109  C5 1.205
7 C 2.366 4.341 0.512  C4 1.637, C8 1.612, H16 1.161, H17 1.162
8 C 0.937 5.010 0.839  C7 1.612, O9 1.471, H18 1.146, H19 1.148
9 O 0.599 5.868 -0.307  C8 1.471, H20 0.994
10 C 1.197 2.167 -0.552  C4 1.610, C11 1.607, H21 1.160, H22 1.161
11 C 0.246 1.009 0.029  C10 1.607, C12 1.614, H23 1.164, H24 1.149
12 C -0.939 1.531 0.994  C11 1.614, I13 2.176, H25 1.162, H26 1.157
13 I -2.765 2.115 -0.036  C12 2.176
14 H 3.861 2.089 -1.169  C3 1.144
15 H 4.535 3.164 0.186  C3 1.162
16 H 3.148 4.715 1.285  C7 1.161
17 H 2.801 4.648 -0.521  C7 1.162
18 H 0.089 4.248 0.957  C8 1.146
19 H 1.013 5.600 1.821  C8 1.148
20 H 0.856 5.358 -1.120  O9 0.994
21 H 0.528 3.008 -0.988  C10 1.160
22 H 1.762 1.714 -1.460  C10 1.161
23 H -0.283 0.527 -0.888  C11 1.164
24 H 0.797 0.148 0.554  C11 1.149
25 H -1.211 0.636 1.682  C12 1.162
26 H -0.572 2.357 1.716  C12 1.157
27 N -0.759 -2.155 2.010  C28 1.345, C32 1.344
28 C -0.864 -2.968 0.945  N27 1.345, C29 1.385, H33 1.086
29 C -0.210 -4.185 0.836  C28 1.385, C30 1.388, H34 1.083
30 C 0.604 -4.588 1.886  C29 1.388, C31 1.388, H35 1.085
31 C 0.732 -3.767 2.997  C30 1.388, C32 1.385, H36 1.083
32 C 0.034 -2.570 3.012  N27 1.344, C31 1.385, H37 1.086
33 H -1.509 -2.608 0.149  C28 1.086
34 H -0.334 -4.802 -0.046  C29 1.083
35 H 1.134 -5.534 1.838  C30 1.085
36 H 1.359 -4.050 3.834  C31 1.083
37 H 0.099 -1.896 3.860  C32 1.086
38 N 2.958 7.465 -2.920  C39 1.345, C43 1.344
39 C 1.971 7.995 -2.177  N38 1.345, C40 1.386, H44 1.084
40 C 1.216 9.090 -2.567  C39 1.386, C41 1.388, H45 1.083
41 C 1.495 9.677 -3.792  C40 1.388, C42 1.388, H46 1.085
42 C 2.510 9.152 -4.580  C41 1.388, C43 1.385, H47 1.083
43 C 3.206 8.052 -4.103  N38 1.344, C42 1.385, H48 1.086
44 H 1.794 7.503 -1.227  C39 1.084
45 H 0.430 9.473 -1.928  C40 1.083
46 H 0.926 10.537 -4.132  C41 1.085
47 H 2.755 9.586 -5.541  C42 1.083
48 H 4.006 7.603 -4.684  C43 1.086
49 N -0.647 -5.406 -2.248  C50 1.344, C54 1.344
50 C -1.904 -5.132 -2.635  N49 1.344, C51 1.385, H55 1.085
51 C -2.659 -5.960 -3.448  C50 1.385, C52 1.388, H56 1.083
52 C -2.085 -7.143 -3.894  C51 1.388, C53 1.388, H57 1.085
53 C -0.788 -7.451 -3.511  C52 1.388, C54 1.385, H58 1.083
54 C -0.117 -6.558 -2.692  N49 1.344, C53 1.385, H59 1.086
55 H -2.308 -4.195 -2.264  C50 1.085
56 H -3.670 -5.689 -3.727  C51 1.083
57 H -2.644 -7.817 -4.534  C52 1.085
58 H -0.309 -8.365 -3.841  C53 1.083
59 H 0.899 -6.757 -2.363  C54 1.086
60 N -3.190 -6.039 2.716  C61 1.344, C65 1.343
61 C -3.070 -4.703 2.807  N60 1.344, C62 1.386, H66 1.084
62 C -3.886 -3.908 3.595  C61 1.386, C63 1.388, H67 1.083
63 C -4.890 -4.522 4.330  C62 1.388, C64 1.388, H68 1.085
64 C -5.039 -5.900 4.252  C63 1.388, C65 1.386, H69 1.083
65 C -4.169 -6.608 3.439  N60 1.343, C64 1.386, H70 1.086
66 H -2.273 -4.270 2.212  C61 1.084
67 H -3.741 -2.835 3.632  C62 1.083
68 H -5.551 -3.933 4.957  C63 1.085
69 H -5.812 -6.412 4.812  C64 1.083
70 H -4.243 -7.687 3.348  C65 1.086

HOMO, eV: -9.39
Orbital gap, eV: 9.840
E, eV: -49692.5340


The following is a quantum chemistry calculation of an isolated molecule of C5H7N, from the Open Molecules 2025 dataset.

Bonds (Å) are listed after each position.
Element x y z (Å)
1 C -0.174 1.162 -0.769  C2 1.483, C3 1.505, H7 1.087, H8 1.087
2 C -0.982 0.329 0.154  C1 1.483, C3 1.525, C6 1.559, H9 1.088
3 C -0.172 -0.332 -0.957  C1 1.505, C2 1.525, C4 1.550, H10 1.085
4 C 0.621 -1.122 0.115  C3 1.550, N5 1.438, C6 1.473, H11 1.084
5 N 1.355 -0.303 1.041  C4 1.438, C6 1.465, H12 1.018
6 C -0.097 -0.422 1.194  C2 1.559, C4 1.473, N5 1.465, H13 1.085
7 H -0.772 1.653 -1.533  C1 1.087
8 H 0.662 1.764 -0.420  C1 1.087
9 H -2.046 0.491 0.310  C2 1.088
10 H -0.418 -0.770 -1.918  C3 1.085
11 H 0.826 -2.183 0.039  C4 1.084
12 H 1.696 0.562 0.626  N5 1.018
13 H -0.500 -0.829 2.116  C6 1.085

HOMO, eV: -8.72
Orbital gap, eV: 9.917
E, eV: -6784.9468